No. 1
ORCA calculation (ωB97M-V with the def2-TZVPD basis set) on a molecular structure, C6H9N.

Each line ends with the Mulliken charge.
CARTESIAN COORDINATES (ANGSTROEM)
C 1.502 -0.721 0.049  -1.404
C 0.098 -0.445 -0.469  1.251
C -1.092 -0.937 0.321  -0.717
C -0.969 0.455 0.829  -0.013
C -0.521 1.207 1.800  -0.753
C -0.437 1.155 -0.886  -0.692
N -0.099 0.048 -1.784  -0.622
H 1.512 -1.008 1.106  0.356
H 2.082 0.197 -0.040  0.363
H 2.037 -1.516 -0.502  0.365
H -0.937 -1.699 1.097  0.345
H -1.951 -1.144 -0.314  0.274
H -0.913 0.675 2.698  0.236
H -1.421 1.589 -1.074  0.353
H 0.302 1.910 -0.630  0.314
H 0.808 0.234 -2.200  0.344

Results
Energy relative to the best compared isomer or geometry (same formula, charge and spin) in kcal per mole: 155.9

=====

No. 2
ORCA calculation (ωB97M-V with the def2-TZVPD basis set) on a single C6H9N molecule.

Each line ends with the Mulliken charge.
CARTESIAN COORDINATES (ANGSTROEM)
C -0.721 1.866 -0.447  -1.260
C -0.506 0.386 -0.439  0.619
C 0.384 -0.217 -1.392  -0.438
C 1.684 -0.447 -0.486  -0.635
C 1.392 -1.024 0.679  -0.270
C -0.044 -1.350 1.138  -0.630
N -0.912 -0.296 0.641  -0.206
H 0.274 2.329 -0.520  0.337
H -1.197 2.225 0.473  0.366
H -1.304 2.196 -1.312  0.288
H 0.572 0.417 -2.259  0.289
H 0.079 -1.217 -1.718  0.295
H 2.177 -1.406 1.329  0.355
H -0.340 -2.327 0.733  0.225
H -0.175 -1.397 2.226  0.369
H -1.360 0.262 1.355  0.295

Results
Energy relative to the best compared isomer or geometry (same formula, charge and spin) in kcal per mole: 86.9

=====

No. 3
ORCA calculation (ωB97M-V with the def2-TZVPD basis set) on a single C6H9N molecule.

Each line ends with the Mulliken charge.
CARTESIAN COORDINATES (ANGSTROEM)
C 1.690 1.284 -0.061  -0.277
C 0.395 0.911 -0.656  -0.286
N 1.601 0.023 -0.797  -0.521
C 0.967 -0.929 0.178  -0.523
C -0.342 -0.147 0.113  0.783
C -1.565 -0.073 0.968  -0.519
C -1.622 -0.729 -0.390  -0.953
H 1.847 1.242 1.016  0.174
H 2.271 2.041 -0.583  0.248
H -0.031 1.456 -1.497  0.345
H 1.500 -0.937 1.137  0.244
H 0.908 -1.949 -0.208  0.319
H -2.045 0.895 1.084  0.239
H -1.633 -0.716 1.842  0.237
H -1.700 -1.813 -0.436  0.244
H -2.127 -0.207 -1.199  0.246

Results
Energy relative to the best compared isomer or geometry (same formula, charge and spin) in kcal per mole: 72.2
Structure (SMILES): C1[C@H]2N1CC21CC1

=====

No. 4
ORCA calculation (ωB97M-V with the def2-TZVPD basis set) on a single C6H9N molecule.

Each line ends with the Mulliken charge.
CARTESIAN COORDINATES (ANGSTROEM)
C -2.673 1.143 -0.369  -0.994
C -1.400 1.451 0.373  -0.143
C -0.182 1.079 0.072  0.122
C 1.092 0.796 -0.053  -0.452
N 1.724 -0.326 0.537  -0.294
C 2.460 -1.222 -0.333  -0.437
C 1.169 -1.637 0.276  -0.330
H -3.065 2.041 -0.864  0.279
H -3.446 0.802 0.330  0.305
H -2.528 0.367 -1.126  0.317
H 1.765 1.468 -0.583  0.333
H -1.499 2.061 1.272  0.323
H 3.401 -1.588 0.069  0.247
H 2.463 -1.002 -1.400  0.256
H 0.302 -1.678 -0.383  0.220
H 1.148 -2.327 1.115  0.248

Results
Energy relative to the best compared isomer or geometry (same formula, charge and spin) in kcal per mole: 73.4
Structure (SMILES): CC=C=CN1CC1

=====

No. 5
ORCA calculation (ωB97M-V with the def2-TZVPD basis set) on a molecular structure, C6H9N at a distorted geometry.

Each line ends with the Mulliken charge.
CARTESIAN COORDINATES (ANGSTROEM)
C 1.428 1.352 -0.027  -0.156
C 0.138 1.220 -0.722  -0.636
N 1.396 0.091 -0.689  -0.399
C 0.980 -1.057 0.152  -0.418
C -0.316 -0.351 -0.072  1.098
C -1.378 -0.172 0.919  -0.942
C -1.654 -0.826 -0.429  -0.801
H 1.381 1.386 1.058  0.209
H 2.245 1.901 -0.479  0.273
H 0.188 1.570 -1.772  0.205
H 1.374 -1.067 1.190  0.243
H 1.252 -2.010 -0.341  0.254
H -1.653 0.865 1.039  0.299
H -1.357 -0.792 1.807  0.274
H -1.879 -1.889 -0.457  0.269
H -2.146 -0.221 -1.178  0.226

Results
Energy relative to the best compared isomer or geometry (same formula, charge and spin) in kcal per mole: 134.5

=====

No. 6
ORCA calculation (ωB97M-V with the def2-TZVPD basis set) on a single C6H9N molecule at a distorted geometry.

Each line ends with the Mulliken charge.
CARTESIAN COORDINATES (ANGSTROEM)
C 1.792 1.226 -0.201  -0.223
C 0.352 1.013 -0.516  -0.380
N 1.500 -0.052 -0.799  -0.504
C 0.906 -0.869 0.313  -0.553
C -0.380 -0.101 0.169  0.899
C -1.695 -0.198 0.849  -0.567
C -1.519 -0.790 -0.532  -0.915
H 2.185 1.279 0.813  0.212
H 2.365 1.826 -0.914  0.229
H -0.246 1.656 -1.178  0.329
H 1.395 -0.702 1.284  0.197
H 0.865 -1.938 0.097  0.347
H -2.303 0.700 0.919  0.237
H -1.754 -0.869 1.700  0.235
H -1.448 -1.873 -0.632  0.213
H -2.018 -0.307 -1.372  0.244

Results
Energy relative to the best compared isomer or geometry (same formula, charge and spin) in kcal per mole: 84.2
Structure (SMILES): C1[C@H]2N1CC21CC1

=====

No. 7
ORCA calculation (ωB97M-V with the def2-TZVPD basis set) on a single C6H9N molecule.

Each line ends with the Mulliken charge.
CARTESIAN COORDINATES (ANGSTROEM)
C -2.898 -1.574 0.113  -1.286
C -1.803 -0.693 -0.298  0.752
C -0.901 0.038 -0.622  -0.123
C 0.259 0.873 -0.959  -0.959
C 1.178 1.053 0.233  0.082
C 2.094 -0.031 0.640  -0.452
N 2.602 1.149 -0.063  -0.626
H -2.703 -2.613 -0.170  0.292
H -3.843 -1.272 -0.349  0.293
H -3.033 -1.543 1.198  0.286
H -0.067 1.850 -1.337  0.300
H 0.838 0.408 -1.765  0.323
H 0.779 1.680 1.030  0.383
H 2.119 -0.955 0.066  0.214
H 2.313 -0.149 1.699  0.278
H 3.065 1.779 0.585  0.243

Results
Energy relative to the best compared isomer or geometry (same formula, charge and spin) in kcal per mole: 64.8
Structure (SMILES): CC#CC[C@H]1CN1

=====

No. 8
ORCA calculation (ωB97M-V with the def2-TZVPD basis set) on a molecular structure, C6H9N at a distorted geometry.

Each line ends with the Mulliken charge.
CARTESIAN COORDINATES (ANGSTROEM)
C 1.538 -0.575 0.793  -1.679
C 0.319 -0.053 0.036  1.445
C 0.435 0.395 -1.446  -1.200
C -0.552 1.044 0.628  -0.938
C -1.802 0.689 0.297  -0.150
N -1.950 -0.526 -0.477  -0.597
C -0.861 -1.027 -0.004  -0.235
H 1.257 -0.877 1.811  0.399
H 2.346 0.161 0.879  0.372
H 1.956 -1.460 0.293  0.367
H 1.024 1.331 -1.510  0.303
H 0.871 -0.326 -2.140  0.342
H -0.247 1.855 1.265  0.410
H -2.744 0.965 0.737  0.413
H -0.681 0.379 -1.686  0.370
H -0.909 -1.975 0.525  0.378

Results
Energy relative to the best compared isomer or geometry (same formula, charge and spin) in kcal per mole: 91.3

=====

No. 9
ORCA calculation (ωB97M-V with the def2-TZVPD basis set) on a single C6H9N molecule at a distorted geometry.

Each line ends with the Mulliken charge.
CARTESIAN COORDINATES (ANGSTROEM)
C 1.193 0.727 3.190  -0.895
C 0.942 0.814 1.799  0.282
C 0.943 0.427 0.640  -0.289
C 0.058 0.661 -0.501  -0.546
C 0.066 -0.381 -1.574  0.138
C -0.918 -1.483 -1.573  -0.488
N -1.085 -0.333 -2.464  -0.598
H 0.588 -0.059 3.693  0.218
H 1.386 1.569 3.839  0.319
H 2.220 0.615 2.664  0.214
H 0.363 1.632 -0.903  0.250
H -0.960 0.785 -0.111  0.262
H 1.048 -0.595 -1.995  0.401
H -1.651 -1.552 -0.771  0.215
H -0.619 -2.438 -1.999  0.276
H -0.816 -0.569 -3.413  0.241

Results
Energy relative to the best compared isomer or geometry (same formula, charge and spin) in kcal per mole: 113.1
Structure (SMILES): CC#CC[C@H]1CN1

=====

No. 10
ORCA calculation (ωB97M-V with the def2-TZVPD basis set) on a single C6H9N molecule.

Each line ends with the Mulliken charge.
CARTESIAN COORDINATES (ANGSTROEM)
C 1.174 -1.015 0.370  -1.388
C 0.477 0.190 -0.220  1.139
C -0.754 -0.130 -1.058  -0.941
C -1.868 -0.541 -0.196  -0.328
C -2.741 -0.849 0.573  0.004
C 0.503 1.479 0.502  -0.663
N 1.280 1.298 -0.729  -0.727
H 0.453 -1.668 0.873  0.350
H 1.934 -0.720 1.102  0.362
H 1.667 -1.598 -0.419  0.316
H -0.525 -0.922 -1.783  0.296
H -1.029 0.761 -1.634  0.358
H -3.520 -1.117 1.252  0.402
H -0.339 2.163 0.418  0.253
H 1.026 1.519 1.456  0.276
H 2.262 1.150 -0.507  0.290

Results
Energy relative to the best compared isomer or geometry (same formula, charge and spin) in kcal per mole: 65.8
Structure (SMILES): C#CC[C@]1(C)CN1